C5H8 | ωB97M-V/def2-TZVPD

Atoms and positions in Å:
C -1.768 0.417 -0.302
C -0.723 0.894 -0.983
C 0.713 0.789 -0.691
C 1.236 -0.230 -0.005
C 0.617 -1.005 1.110
H -2.715 0.253 -0.802
H -1.737 0.157 0.747
H -0.905 1.252 -1.996
H 1.390 1.418 -1.268
H 2.290 -0.471 -0.124
H 0.707 -2.094 1.034
H -0.391 -0.744 1.419
H 1.274 -0.624 1.893

Its LUMO energy is 1.082 eV. The calculation puts the energy above the lowest of the compared OMol25 structures with the same formula, charge and spin at 131.72 kJ/mol. The SMILES is C=C/C=C\C.

=====

C5H8 | ωB97M-V/def2-TZVPD

Atoms and positions in Å:
C -0.059 2.026 -0.210
C -0.421 0.626 0.186
C -0.411 -1.875 0.046
C 0.237 -0.521 -0.165
C 1.579 -0.258 -0.542
H 0.809 2.411 0.329
H 0.207 2.041 -1.272
H -0.901 2.699 -0.027
H -1.311 0.522 0.816
H -0.719 -2.036 1.086
H 0.274 -2.682 -0.231
H -1.305 -1.962 -0.582
H 2.186 -1.149 -0.269

Its LUMO energy (alpha / beta) is -0.499 / -0.500 eV. The calculation puts the energy above the lowest of the compared OMol25 structures with the same formula, charge and spin at 360.35 kJ/mol.

=====

C5H8 | ωB97M-V/def2-TZVPD

Atoms and positions in Å:
C 1.595 0.593 -1.054
C 0.587 0.149 -0.317
C -0.041 0.601 0.991
C -1.257 -0.311 0.670
C -0.466 -0.927 -0.516
H 2.206 1.433 -0.731
H 1.844 0.135 -2.008
H -0.241 1.674 1.087
H 0.525 0.274 1.872
H -2.134 0.256 0.342
H -1.562 -1.004 1.460
H -0.967 -0.937 -1.489
H -0.091 -1.936 -0.307

Its LUMO energy is 1.217 eV. The calculation puts the energy above the lowest of the compared OMol25 structures with the same formula, charge and spin at 86.93 kJ/mol. The SMILES is C=C1CCC1.

=====

C5H8AgFO3 | ωB97M-V/def2-TZVPD

Atoms and positions in Å:
C -3.892 -0.693 2.423
C -4.817 0.454 2.675
H -3.135 -0.819 3.206
H -4.427 -1.647 2.357
H -5.672 0.453 1.987
H -5.190 0.458 3.711
F -4.142 1.678 2.494
O -2.668 -1.690 -1.278
C -2.218 -1.152 -2.398
C -2.010 -1.118 -0.175
O -2.612 -1.481 -3.498
O -1.328 -0.215 -2.177
C -1.163 -0.012 -0.759
Ag -2.411 -1.140 -6.062
H -3.054 -0.816 1.200
H -0.096 -0.093 -0.518
H -1.517 0.997 -0.510
H -1.562 -1.877 0.466

The charge is +1. Its LUMO energy (alpha / beta) is -6.204 / -6.204 eV. Its expectation value of S² is 0.76. Its spin multiplicity is 2.

=====

C5H8BN | ωB97M-V/def2-TZVPD

Atoms and positions in Å:
B -1.274 0.712 -1.789
C -0.883 -2.166 0.608
C 0.703 1.082 1.158
C 0.135 -2.652 0.215
C -0.663 1.237 0.662
C 1.684 0.569 0.423
N -1.016 1.022 -0.516
H -1.211 1.556 -2.607
H -1.580 -0.393 -2.043
H -1.777 -1.740 0.955
H 0.875 1.404 2.178
H 1.025 -3.078 -0.142
H -1.404 1.572 1.393
H 1.497 0.244 -0.591
H 2.685 0.456 0.803

Its LUMO energy (alpha / beta) is 0.952 / -3.010 eV. Its expectation value of S² is 2.01. The calculation puts the energy above the lowest of the compared OMol25 structures with the same formula, charge and spin at 298.71 kJ/mol. Its spin multiplicity is 3.

=====

C5H8BNO | ωB97M-V/def2-TZVPD

Atoms and positions in Å:
B 0.736 1.321 0.148
C -0.750 1.039 0.121
C 1.194 -0.438 0.026
C -1.558 0.040 0.054
C 2.659 -0.560 -0.055
C -3.034 -0.101 -0.106
N 0.388 -1.373 0.040
O -0.915 -1.294 0.093
H 1.197 1.810 -0.829
H 1.200 1.704 1.171
H 3.105 -0.236 0.884
H 2.927 -1.596 -0.249
H 3.048 0.079 -0.843
H -3.327 0.314 -1.067
H -3.314 -1.150 -0.070
H -3.555 0.438 0.683

Its LUMO energy (alpha / beta) is -1.327 / -1.327 eV. The calculation puts the energy above the lowest of the compared OMol25 structures with the same formula, charge and spin at 626.16 kJ/mol.